No. 1
Computed, not measured: one molecule with the formula C5H3N3 in a non-equilibrium geometry, with wB97M-V/def2-TZVPD.

Results
SMILES: C1=NC=C2N=NC=C12
LUMO: -2.291 eV
calculated total energy: -356.40546 Ha
Kohn-Sham gap: 0.26402 hartree
relative energy (zero: lowest compared OMol25 entry of this formula, charge and spin): 104.5 kcal per mole

Cartesian coordinates (Å):
C1 0.2528 0.4967 -0.2868
C2 1.5487 0.7837 -0.0284
H1 -1.1422 1.9780 0.3462
C3 -0.9886 0.9271 -0.0233
N1 2.2117 -0.3906 0.3206
C4 0.1326 -0.9185 -0.1982
N2 1.2341 -1.4439 -0.0274
H2 -1.9659 -2.1454 -0.2705
H3 2.0297 1.9015 -0.1364
C5 -1.3421 -1.1901 0.0761
N3 -1.9710 0.0015 0.2282

---

No. 2
Computed, not measured: an isolated ion of composition C5H7N4O2 and charge +1 in a non-equilibrium geometry, with wB97M-V/def2-TZVPD.

Results
SMILES: O=c1c[nH+]c[nH+]cc([O-])[nH][nH]1
LUMO (alpha / beta): -5.238 / -5.168 eV
calculated total energy: -563.83008 Ha
Kohn-Sham gap (alpha / beta): 0.26732 / 0.27220 hartree
relative energy (zero: lowest compared OMol25 entry of this formula, charge and spin): 81.8 kcal per mole
net charge: +1

Cartesian coordinates (Å):
H1 0.9197 -0.1342 2.3343
C1 -1.0580 0.2763 -1.0196
O1 -2.0009 1.7744 0.5940
H2 -0.2640 -2.2020 1.7450
C2 -0.4527 -1.9985 -0.1046
C3 0.5904 -0.4362 1.3201
H3 0.2003 3.0738 0.3664
H4 -1.1831 -1.4253 -1.8979
O2 2.1313 -0.7331 -0.3628
H5 -1.1641 0.7959 -1.9459
C4 1.4774 0.1119 0.1228
C5 -0.9868 1.4077 0.0616
H6 1.8217 1.7243 -0.9923
H7 -0.8407 -2.9412 -0.4196
N1 1.3955 1.3773 -0.1523
N2 0.2329 1.9676 0.2932
N3 -0.8298 -1.0476 -1.0371
N4 0.0107 -1.5910 1.0943